Record 1
99
Properties=species:S:1:pos:R:3:mulliken_charge:R:1 method="wB97M-V/def2-TZVPD" gap_ev=9.482 homo_ev=-9.3 lumo_energy_ha=0.0070 energy_ev=-46404.7704 smiles=CCO.CCO.CCO.CCO.CCO.CCO.CCO.CCO.CCO.CCO.CCO relative_energy_kcal_mol=45.49
C -0.05602 -5.62072 0.23019 -1.472
C 0.12711 -4.17321 -0.19688 0.390
O 0.34700 -3.39098 0.96474 -0.352
H 0.82685 -6.06578 0.67782 0.355
H -0.34180 -6.20588 -0.65170 0.390
H -0.90668 -5.66416 0.91281 0.219
H -0.79165 -3.83276 -0.69448 0.025
H 0.95377 -4.09188 -0.91854 0.224
H 0.21257 -2.42380 0.79351 0.141
C -3.21896 1.11243 -1.75386 -0.818
C -3.72573 -0.20411 -1.18024 0.212
O -5.14936 -0.17325 -1.04087 -0.568
H -3.70475 1.30038 -2.71481 0.406
H -2.14110 1.07285 -1.95003 0.061
H -3.40704 1.95043 -1.08427 0.188
H -3.26434 -0.35441 -0.20847 -0.065
H -3.44639 -1.00667 -1.87137 0.229
H -5.53469 -0.37231 -1.89798 0.353
C 1.89163 4.31734 0.35855 -0.541
C 2.12336 5.62702 1.03239 -0.394
O 2.02313 5.52651 2.47896 -0.518
H 1.96469 4.49609 -0.71623 0.226
H 0.90530 3.89241 0.53816 0.079
H 2.64421 3.57807 0.62640 0.220
H 1.39794 6.36739 0.67198 0.330
H 3.11198 6.01706 0.75961 0.311
H 2.17131 6.41535 2.81756 0.268
C 0.07368 -2.40225 5.72499 -1.316
C 0.31161 -2.15799 4.26406 1.069
O 1.01616 -3.26072 3.68348 -0.602
H -0.61771 -3.23323 5.88296 0.321
H -0.42612 -1.53496 6.17107 0.343
H 1.00080 -2.63383 6.24623 0.316
H 0.83282 -1.20771 4.06721 -0.382
H -0.65916 -2.02311 3.75151 -0.145
H 0.65621 -3.42071 2.79035 0.485
C 0.11624 -0.75357 -1.48919 -1.024
C 0.25092 0.04533 -0.19956 0.455
O -0.23904 -0.70815 0.90210 0.128
H -0.89420 -1.14435 -1.61978 -0.142
H 0.85756 -1.55841 -1.56347 0.592
H 0.36136 -0.13764 -2.35366 0.305
H -0.37458 0.94291 -0.30402 -0.016
H 1.30102 0.33621 -0.07075 -0.084
H -0.30833 -0.07261 1.66381 -0.189
C 3.15495 0.94824 2.81923 -0.428
C 3.10553 2.27026 3.54090 -0.274
O 1.78190 2.86120 3.45352 -0.637
H 3.23885 1.06149 1.73613 0.087
H 2.28999 0.32369 3.03809 -0.302
H 4.04059 0.38165 3.12665 0.478
H 3.82690 2.99702 3.15004 0.337
H 3.34711 2.17357 4.60433 0.307
H 1.87608 3.78704 3.14317 0.256
C 2.63823 -0.62861 -4.04883 -1.060
C 3.50559 -0.05685 -2.95458 0.512
O 4.64137 -0.92110 -2.78834 -0.555
H 1.69575 -0.07582 -4.12660 0.266
H 2.36854 -1.66988 -3.87119 0.114
H 3.10959 -0.56427 -5.02948 0.489
H 2.94646 0.02338 -2.01033 -0.320
H 3.82450 0.96203 -3.22204 0.282
H 5.11648 -0.69778 -1.98300 0.301
C -0.71221 -2.88107 -4.60574 -0.772
C 0.22939 -3.89917 -4.03747 0.205
O 0.97830 -4.53087 -5.07644 -0.584
H -1.28752 -3.34113 -5.40716 0.388
H -0.09932 -2.08065 -5.02465 0.194
H -1.36417 -2.51272 -3.81892 0.058
H -0.32912 -4.66378 -3.46678 0.312
H 0.88053 -3.45042 -3.26882 -0.081
H 1.51878 -5.21800 -4.67743 0.318
C 0.48663 4.68239 -3.05330 -0.717
C -0.30107 5.35687 -4.16314 -0.505
O -0.75439 6.62183 -3.77392 -0.504
H 1.29592 5.33061 -2.71924 0.367
H 0.88206 3.73283 -3.40686 0.251
H -0.21622 4.52159 -2.23648 0.227
H -1.18940 4.76740 -4.37994 0.305
H 0.28488 5.40039 -5.08794 0.291
H 0.01261 7.19582 -3.68015 0.302
C -2.01478 2.97127 2.23743 -0.976
C -1.58591 1.86144 3.16816 -0.300
O -0.32620 1.26358 2.76202 -0.265
H -1.37399 3.85808 2.30784 0.229
H -2.99876 3.35899 2.53372 0.422
H -2.07336 2.66378 1.19256 0.114
H -2.33209 1.06654 3.18257 0.369
H -1.45434 2.25689 4.18137 0.342
H 0.40339 1.87845 3.05347 0.120
C -3.19704 -3.04649 0.91055 -0.387
C -3.36616 -3.76857 2.20771 -0.410
O -4.57215 -4.54419 2.10697 -0.546
H -4.14393 -2.54833 0.66939 0.366
H -3.08514 -3.73790 0.06751 0.313
H -2.38325 -2.32586 0.88075 -0.085
H -3.37055 -3.04133 3.03202 0.270
H -2.52956 -4.46004 2.38988 0.204
H -4.69186 -5.08207 2.89253 0.298



Record 2
99
Properties=species:S:1:pos:R:3:mulliken_charge:R:1 method="wB97M-V/def2-TZVPD" gap_ev=9.532 homo_ev=-9.4 lumo_energy_ha=0.0056 energy_ev=-46406.3111 smiles=CC(C)O.CC(C)O.CC(C)O.CC(C)O.CC(C)O.CC(C)O.CCO.CCO.O.O.O relative_energy_kcal_mol=9.96
C -1.34057 6.61970 0.89375 -1.502
C -0.45551 5.43679 0.53690 0.880
C -1.22687 4.26845 -0.03861 -0.777
O 0.51214 5.90961 -0.42229 -0.583
H -0.76058 7.42311 1.34062 0.351
H -2.14401 6.31651 1.57117 0.341
H -1.84593 6.99704 0.00067 0.360
H 0.07664 5.14775 1.45457 0.142
H -1.63832 4.57223 -1.00975 0.453
H -2.09531 3.99960 0.56425 0.262
H -0.60764 3.39726 -0.23922 -0.260
H 0.61099 5.24620 -1.11021 0.307
C 4.25748 -0.45916 0.87267 -1.172
C 5.17170 0.01344 -0.23128 0.453
C 6.15922 -1.05868 -0.63896 -1.463
O 4.32260 0.34129 -1.38421 -0.332
H 3.71574 0.36549 1.33785 0.262
H 4.82825 -0.93536 1.66840 0.511
H 3.53993 -1.14988 0.42756 0.105
H 5.72067 0.93724 -0.02306 0.436
H 6.99958 -1.13263 0.05714 0.407
H 6.61359 -0.94007 -1.62464 0.353
H 5.66637 -2.03586 -0.66596 0.358
H 4.84424 0.93818 -1.94187 0.108
C -3.04321 -3.77399 -4.63893 -1.515
C -2.11450 -3.08877 -3.65959 0.863
C -2.69690 -2.97471 -2.26131 -0.770
O -0.85887 -3.74113 -3.65790 -0.552
H -2.53973 -4.02080 -5.57251 0.376
H -3.85122 -3.07256 -4.87450 0.366
H -3.52830 -4.68042 -4.26756 0.338
H -1.98749 -2.07067 -4.06936 0.051
H -1.96856 -2.52371 -1.58473 -0.157
H -2.82699 -3.97451 -1.83358 0.343
H -3.66282 -2.47185 -2.30114 0.421
H -0.27155 -3.24942 -3.05868 0.343
C -2.94946 1.81742 2.92110 -0.831
C -1.80292 2.39055 3.74815 0.689
C -2.02392 3.85126 4.08756 -1.141
O -1.63656 1.62500 4.96267 -0.596
H -2.84138 0.74224 2.80763 0.026
H -2.88716 2.27530 1.92859 0.189
H -3.89811 2.11262 3.37196 0.487
H -0.83321 2.21315 3.27432 0.083
H -2.97326 3.93730 4.62680 0.430
H -2.09680 4.49405 3.20742 0.044
H -1.23542 4.25245 4.72305 0.324
H -2.45856 1.66646 5.46580 0.339
C 0.34465 -2.73218 2.11161 -0.433
C 0.40125 -3.16908 3.58219 0.644
C 1.79426 -3.22939 4.16135 -1.685
O -0.50088 -2.42304 4.39057 -0.515
H 1.30080 -2.54151 1.62022 0.252
H -0.32815 -1.87861 2.01425 -0.146
H -0.14126 -3.49651 1.50074 0.273
H 0.03656 -4.20233 3.55326 0.135
H 2.45543 -3.85774 3.55983 0.408
H 1.85217 -3.60611 5.18296 0.384
H 2.26486 -2.23498 4.15225 0.393
H 0.01479 -1.79713 4.90945 0.307
C -5.19972 -2.99997 2.09231 -1.592
C -3.93195 -3.15885 1.25213 0.378
C -3.20462 -1.82857 1.15181 -0.063
O -3.04636 -4.07113 1.90989 -0.558
H -5.92578 -2.31928 1.65172 0.393
H -4.92238 -2.65924 3.09389 0.368
H -5.66941 -3.98151 2.20083 0.423
H -4.18813 -3.64900 0.31233 0.215
H -3.61013 -1.00373 0.56256 0.557
H -2.24220 -1.96772 0.64662 -0.629
H -2.98044 -1.57193 2.18882 0.117
H -3.27874 -4.14768 2.83984 0.330
C -0.52123 0.68216 -0.17895 -0.061
C 0.97414 0.96927 -0.22045 0.094
O 1.54168 0.30728 -1.33899 -0.173
H -0.96800 1.09880 0.72167 -0.129
H -0.67921 -0.39748 -0.18600 -0.157
H -0.91955 1.14265 -1.08459 0.236
H 1.42890 0.70446 0.74145 0.058
H 1.12595 2.04898 -0.34842 0.255
H 2.44707 0.64564 -1.44104 -0.109
C 3.18737 1.30049 -4.71979 -0.850
C 3.46853 2.46276 -3.79141 -0.088
O 4.90193 2.58220 -3.64848 -0.595
H 3.12269 0.33894 -4.21905 -0.035
H 3.89068 1.32237 -5.55180 0.356
H 2.22164 1.47296 -5.20752 0.359
H 3.10504 2.29331 -2.77066 0.076
H 3.01601 3.38010 -4.17703 0.441
H 5.07875 3.35122 -3.09614 0.299
O 3.89039 -2.28569 -2.71765 -0.727
H 3.87198 -1.43430 -2.25082 0.382
H 3.70863 -2.05753 -3.63647 0.311
O -2.46388 1.46022 -3.47385 -0.622
H -2.38935 0.69884 -2.88776 0.309
H -2.34571 1.09624 -4.35725 0.317
O 1.03203 -2.42292 -1.93454 -0.630
H 1.96605 -2.63732 -2.08677 0.257
H 1.07542 -1.54997 -1.51989 0.323